No. 1
A molecular structure, C26H39BFMoO2SbTe at a distorted geometry. Source: the OMol25 dataset; level of theory: ωB97M-V/def2-TZVPD.

Structure (XYZ):
```
72
Properties=species:S:1:pos:R:3
Mo -1.8028 -1.4740 -0.8544
C 7.0882 -1.2109 1.4839
C 6.0090 -0.2175 1.0559
C 5.8338 0.8177 2.1728
C 6.4610 0.4811 -0.2321
C 4.6703 -0.9106 0.7862
C 4.5452 -2.3061 0.7861
C 3.3471 -2.9663 0.5236
C 2.2739 -2.1538 0.2555
O 0.9456 -2.5219 -0.0346
B 0.3237 -1.3214 -0.2358
O 1.1234 -0.2225 -0.0725
C 2.3744 -0.7818 0.2407
C 3.5490 -0.1221 0.5012
H 8.0024 -0.6669 1.7193
H 7.3319 -1.9218 0.6932
H 6.8036 -1.7717 2.3752
H 6.7897 1.2948 2.3886
H 5.4772 0.3553 3.0944
H 5.1347 1.6075 1.8964
H 7.4331 0.9510 -0.0843
H 5.7584 1.2608 -0.5307
H 6.5540 -0.2264 -1.0569
H 5.4110 -2.9118 1.0051
H 3.2740 -4.0428 0.5359
H 3.6016 0.9556 0.4864
C 0.2501 2.2763 -2.0468
C -0.4054 2.5061 -0.6926
C -0.7310 3.9887 -0.4972
Sb -2.0878 1.2398 -0.2916
C -2.3319 1.2585 1.8286
C -1.2086 0.5098 2.5381
C -2.4835 2.6782 2.3693
C -3.9535 2.0202 -1.0099
C -3.8363 3.4190 -1.6066
C -4.6630 1.0860 -1.9839
H 1.1792 2.8470 -2.0997
H -0.3852 2.6300 -2.8621
H 0.5228 1.2384 -2.2096
H 0.2781 2.1729 0.0936
H -1.1857 4.4120 -1.3915
H 0.2072 4.5205 -0.3314
H -1.3778 4.2081 0.3510
H -3.2757 0.7232 1.9659
H -0.2515 1.0215 2.4265
H -1.0696 -0.5146 2.1761
H -1.4220 0.4459 3.6063
H -1.5336 3.2125 2.3431
H -2.7990 2.6305 3.4128
H -3.2279 3.2719 1.8362
H -4.5256 2.0742 -0.0777
H -3.1675 3.4374 -2.4698
H -3.4926 4.1657 -0.8930
H -4.8214 3.7328 -1.9556
H -4.1380 1.0265 -2.9403
H -5.6605 1.4759 -2.1920
H -4.7793 0.0679 -1.6088
F -3.5629 -6.0336 -2.7288
C -3.5688 -4.9847 -1.9340
C -2.4771 -4.7586 -1.1187
C -2.5332 -3.6488 -0.2774
C -3.6449 -2.7685 -0.2535
C -3.5027 -1.5134 0.4650
C -4.7068 -3.0257 -1.1583
C -4.6853 -4.1377 -1.9622
H -1.6324 -5.4331 -1.1283
H -1.7358 -3.5327 0.4785
H -2.9892 -1.5639 1.4318
H -4.3449 -0.8321 0.4617
H -5.5595 -2.3586 -1.1734
H -5.5075 -4.3784 -2.6225
Te -1.4862 -0.7861 -3.1663
```

**Total charge**: +2
**E**: -1865.2023 Ha
**Frontier orbital gap (alpha / beta)**: 5.547 / 4.578 eV
**LUMO energy (alpha / beta)**: -8.062 / -9.015 eV



No. 2
11 unconnected molecules or ions with the total composition C50H109N3O8 at a distorted geometry. Source: the OMol25 dataset; level of theory: ωB97M-V/def2-TZVPD.

Structure (XYZ):
```
170
Properties=species:S:1:pos:R:3
C 0.9090 -6.3918 -16.3361
C 2.2711 -7.1161 -16.4114
C 1.9082 -8.5264 -16.6218
O 0.8433 -8.4187 -17.5665
C 0.0304 -7.3953 -17.0708
H 0.9637 -5.5442 -17.0193
H 0.5849 -6.0998 -15.3372
H 2.8667 -6.9895 -15.5074
H 2.9358 -6.8005 -17.2156
H 1.5351 -9.1008 -15.7738
H 2.6752 -9.1176 -17.1221
H -0.5920 -7.8959 -16.3291
H -0.6848 -6.9201 -17.7421
C 11.1485 -4.8806 -22.2756
C 11.7761 -6.3008 -22.1872
C 12.6880 -6.1336 -20.9552
O 12.0189 -5.2601 -20.0767
C 10.8760 -4.6535 -20.7424
H 10.2783 -4.6871 -22.9028
H 11.8282 -4.0846 -22.5799
H 12.2860 -6.6755 -23.0748
H 11.0038 -7.0333 -21.9526
H 13.6646 -5.7635 -21.2673
H 12.8772 -7.0546 -20.4037
H 10.6691 -3.6227 -20.4547
H 10.0127 -5.2722 -20.4973
C 7.1294 -4.4166 -18.7272
C 7.4626 -5.6808 -18.0010
C 6.3916 -5.8452 -16.9132
O 5.2590 -5.3083 -17.6176
C 5.6180 -4.2349 -18.5188
H 7.2378 -4.6292 -19.7908
H 7.6023 -3.4642 -18.4874
H 8.3810 -5.5925 -17.4206
H 7.3952 -6.5531 -18.6511
H 6.4278 -5.2238 -16.0184
H 6.2278 -6.8259 -16.4664
H 5.3958 -3.2850 -18.0326
H 4.9723 -4.1889 -19.3957
C 11.7168 -8.7468 -18.2597
C 11.9301 -9.6048 -16.9982
C 10.7099 -9.2497 -16.1663
O 9.9008 -8.5052 -17.0820
C 10.2028 -8.6342 -18.4871
H 12.2675 -9.1835 -19.0929
H 12.1361 -7.7456 -18.1601
H 12.8850 -9.4352 -16.5007
H 11.9799 -10.6533 -17.2920
H 11.0471 -8.5603 -15.3922
H 10.1428 -10.0962 -15.7793
H 9.9345 -7.7071 -18.9936
H 9.6671 -9.4578 -18.9591
C 5.4043 -5.3936 -13.4409
C 4.8517 -5.1076 -12.0482
C 5.7448 -5.9170 -11.1797
O 6.5075 -6.7063 -12.1014
C 5.8150 -6.8336 -13.3239
H 6.2453 -4.7887 -13.7798
H 4.5630 -5.1264 -14.0804
H 3.8216 -5.4561 -11.9747
H 4.8115 -4.0479 -11.7962
H 5.0372 -6.4496 -10.5443
H 6.4418 -5.3830 -10.5338
H 5.0608 -7.6203 -13.3410
H 6.4090 -6.9528 -14.2301
C 10.5009 -5.0882 -14.7430
C 9.7882 -3.7677 -14.4396
C 10.9179 -2.7373 -14.2583
O 11.8552 -3.5638 -13.5497
C 11.7749 -4.9633 -13.8572
H 10.7956 -5.1724 -15.7890
H 9.9178 -5.9587 -14.4426
H 9.1548 -3.8925 -13.5613
H 9.1226 -3.4776 -15.2526
H 10.7370 -1.8197 -13.6985
H 11.4534 -2.3603 -15.1297
H 11.7039 -5.5712 -12.9552
H 12.6084 -5.4240 -14.3874
C 4.8720 -1.5115 -15.1036
C 6.2835 -1.7473 -14.6908
C 6.8147 -0.3341 -14.3719
O 5.6261 0.3236 -14.0575
C 4.4630 -0.4708 -14.1165
H 4.2158 -2.3786 -15.1778
H 5.0583 -1.1263 -16.1062
H 6.9133 -2.2203 -15.4442
H 6.3452 -2.4594 -13.8679
H 7.2856 0.0677 -15.2691
H 7.4300 -0.4540 -13.4803
H 3.5302 0.0786 -14.2433
H 4.3585 -0.9468 -13.1415
C 5.6286 -7.1966 -21.2079
C 6.8154 -8.2264 -21.3074
C 6.6325 -9.0266 -22.5491
O 5.5495 -8.3566 -23.2405
C 4.6854 -7.7860 -22.2917
H 5.9580 -6.1938 -21.4799
H 5.2238 -7.2926 -20.2004
H 6.8164 -8.9388 -20.4823
H 7.8132 -7.7878 -21.3139
H 6.3550 -10.0800 -22.5095
H 7.4995 -9.0245 -23.2097
H 4.0260 -8.5405 -21.8625
H 4.0909 -7.0497 -22.8325
C 9.3339 0.8084 -21.1658
C 10.7662 0.3883 -20.6190
N 10.6612 -1.0246 -20.1818
C 9.5599 -1.3163 -19.2092
C 9.6423 -0.5909 -17.8911
C 11.9187 -1.4868 -19.6266
C 13.0303 -1.4675 -20.6754
H 8.5264 0.9371 -20.4451
H 8.9713 0.2422 -22.0236
H 9.4204 1.8155 -21.5737
H 11.4729 0.5431 -21.4343
H 11.0595 1.0563 -19.8091
H 8.5688 -1.1564 -19.6337
H 9.4345 -2.3958 -19.1259
H 8.8578 -0.9696 -17.2360
H 10.6633 -0.6891 -17.5222
H 9.5308 0.4823 -18.0463
H 11.9012 -2.4793 -19.1763
H 12.1713 -0.7688 -18.8463
H 13.8715 -2.1036 -20.4001
H 13.4366 -0.4686 -20.8343
H 12.6402 -1.7894 -21.6409
C 7.5723 -2.8894 -22.4706
C 6.5212 -2.3997 -23.4772
N 5.1440 -2.9304 -23.2610
C 4.1907 -2.4634 -24.2833
C 4.5670 -3.0335 -25.6846
C 4.5892 -2.6284 -21.9703
C 4.7976 -1.1831 -21.3755
H 7.4114 -3.9462 -22.2574
H 7.4506 -2.3810 -21.5142
H 8.5735 -2.8044 -22.8932
H 6.4946 -1.3102 -23.4586
H 6.8630 -2.7941 -24.4341
H 3.1728 -2.7810 -24.0571
H 4.2824 -1.3894 -24.4449
H 5.5265 -2.6373 -26.0171
H 4.8125 -4.0954 -25.6779
H 3.7750 -2.7103 -26.3602
H 5.1969 -3.2575 -21.3199
H 3.5743 -3.0193 -21.8977
H 4.3234 -0.5127 -22.0923
H 5.8181 -0.8098 -21.2895
H 4.3164 -1.0506 -20.4065
C 5.1905 -10.1179 -17.5768
C 5.6084 -10.2604 -16.0711
N 6.2491 -11.5423 -15.6849
C 7.5300 -11.5993 -16.3015
C 8.2162 -12.9967 -16.1999
C 6.1660 -11.7393 -14.2784
C 7.0536 -10.8229 -13.3670
H 5.9851 -10.3842 -18.2738
H 4.9227 -9.0750 -17.7467
H 4.3372 -10.7775 -17.7344
H 6.3171 -9.4723 -15.8167
H 4.7542 -10.0576 -15.4251
H 7.6505 -11.2150 -17.3143
H 8.2158 -10.9521 -15.7548
H 8.0486 -13.4832 -15.2390
H 7.9064 -13.7781 -16.8939
H 9.3056 -13.0257 -16.1791
H 6.3031 -12.7829 -13.9953
H 5.1640 -11.4976 -13.9239
H 8.0492 -11.2620 -13.4303
H 6.7169 -11.0074 -12.3468
H 7.0058 -9.7765 -13.6682
```

**Total charge**: 0
**E**: -2736.3256 Ha
**SMILES**: CCN(CC)CC.CCN(CC)CC.CCN(CC)CC.C1CCOC1.C1CCOC1.C1CCOC1.C1CCOC1.C1CCOC1.C1CCOC1.C1CCOC1.C1CCOC1
**Frontier orbital gap**: 8.741 eV
**LUMO energy**: 0.511 eV